{
  "formula": "C81H192O41S",
  "method": "the ωB97M-V functional and the def2-TZVPD basis",
  "lumo_energy_ev": 0.53,
  "charge": 0,
  "total_energy_ha": -6683.4523,
  "homo_energy_ev": -8.680,
  "symbols": ["S", "O", "O", "O", "O", "O", "O", "O", "O", "O", "O", "O", "O", "O", "O", "O", "O", "O", "O", "O", "O", "O", "O", "O", "O", "O", "O", "O", "O", "O", "O", "O", "O", "O", "O", "O", "O", "O", "O", "O", "O", "O", "C", "C", "C", "C", "C", "C", "C", "C", "C", "C", "C", "C", "C", "C", "C", "C", "C", "C", "C", "C", "C", "C", "C", "C", "C", "C", "C", "C", "C", "C", "C", "C", "C", "C", "C", "C", "C", "C", "C", "C", "C", "C", "C", "C", "C", "C", "C", "C", "C", "C", "C", "C", "C", "C", "C", "C", "C", "C", "C", "C", "C", "C", "C", "C", "C", "C", "C", "C", "C", "C", "C", "C", "C", "C", "C", "C", "C", "C", "C", "C", "C", "H", "H", "H", "H", "H", "H", "H", "H", "H", "H", "H", "H", "H", "H", "H", "H", "H", "H", "H", "H", "H", "H", "H", "H", "H", "H", "H", "H", "H", "H", "H", "H", "H", "H", "H", "H", "H", "H", "H", "H", "H", "H", "H", "H", "H", "H", "H", "H", "H", "H", "H", "H", "H", "H", "H", "H", "H", "H", "H", "H", "H", "H", "H", "H", "H", "H", "H", "H", "H", "H", "H", "H", "H", "H", "H", "H", "H", "H", "H", "H", "H", "H", "H", "H", "H", "H", "H", "H", "H", "H", "H", "H", "H", "H", "H", "H", "H", "H", "H", "H", "H", "H", "H", "H", "H", "H", "H", "H", "H", "H", "H", "H", "H", "H", "H", "H", "H", "H", "H", "H", "H", "H", "H", "H", "H", "H", "H", "H", "H", "H", "H", "H", "H", "H", "H", "H", "H", "H", "H", "H", "H", "H", "H", "H", "H", "H", "H", "H", "H", "H", "H", "H", "H", "H", "H", "H", "H", "H", "H", "H", "H", "H", "H", "H", "H", "H", "H", "H", "H", "H", "H", "H", "H", "H", "H", "H", "H", "H", "H", "H", "H", "H", "H", "H", "H", "H", "H", "H", "H", "H", "H", "H"],
  "coordinates": [[-3.5761, 22.4602, 22.2613], [-5.8238, 13.9276, 27.0129], [-5.9051, 15.1675, 29.9311], [2.0585, 10.8669, 29.7381], [-1.9021, 11.9863, 25.5503], [2.0549, 17.9869, 23.7758], [-4.2969, 13.0116, 23.9103], [-8.2031, 14.1945, 25.0384], [-2.1744, 12.4992, 29.9183], [1.2920, 17.6965, 28.4927], [-7.4227, 21.1662, 33.8628], [0.3041, 18.7027, 21.5291], [-0.3683, 10.3181, 31.1989], [-2.1357, 16.5748, 28.1644], [-2.7196, 21.3735, 22.9176], [-6.4477, 19.6540, 38.5085], [0.2798, 13.9941, 34.6504], [-0.5935, 23.5158, 27.3999], [-9.0997, 22.9164, 29.1679], [3.9421, 16.4505, 25.2132], [1.4673, 23.0566, 29.4032], [-5.8051, 18.7688, 23.7247], [-4.6145, 24.8945, 34.0990], [1.5402, 16.8407, 31.4891], [-6.4665, 18.3680, 27.4246], [-2.8123, 14.5263, 34.2853], [-3.4780, 20.9921, 29.9504], [-7.1238, 21.1805, 28.3504], [2.6706, 15.0987, 28.9439], [2.0059, 19.8245, 30.5734], [-5.6833, 18.3130, 20.9085], [-0.5233, 18.2175, 35.8438], [0.4752, 25.8895, 26.0626], [-6.9050, 21.3837, 24.3041], [-1.8078, 18.9805, 26.7391], [-4.1504, 11.8420, 33.7293], [-4.1597, 23.3955, 31.4883], [-3.6529, 18.9246, 37.3954], [-1.0200, 14.4587, 24.0898], [-7.9715, 24.0150, 33.4956], [-1.9438, 17.1305, 31.6753], [-6.1136, 17.8525, 33.9084], [0.2049, 19.2463, 22.8286], [-3.1056, 11.3801, 25.1380], [0.5928, 26.9645, 25.2215], [-6.8506, 22.3685, 29.0931], [-6.9391, 13.5183, 24.8871], [1.6196, 19.2987, 23.3561], [0.8758, 9.8749, 31.6707], [0.4046, 18.8157, 34.9853], [-7.4442, 19.8269, 33.4688], [-5.4040, 16.3625, 30.5432], [-0.9512, 18.6362, 20.8041], [-6.0733, 19.2061, 33.5325], [0.9893, 19.7918, 29.5196], [-2.1241, 17.7709, 26.1593], [0.0393, 15.2775, 23.6194], [-1.4759, 16.7867, 30.4283], [-8.0025, 22.1537, 24.6358], [1.4979, 19.1077, 28.3022], [-8.6739, 23.1426, 34.4427], [-1.5912, 18.4223, 32.1455], [-2.0124, 13.3101, 26.0157], [-1.4013, 19.9680, 25.8686], [-3.5557, 20.7309, 28.5001], [1.8743, 16.8696, 27.5335], [-6.4351, 12.9600, 26.1933], [1.6854, 15.4311, 27.9995], [3.3996, 17.8793, 23.4402], [2.7817, 16.7820, 32.1425], [-6.4711, 20.4002, 37.2839], [-5.1606, 23.1196, 32.4993], [4.3693, 15.2059, 25.5701], [-2.9344, 16.9582, 27.0466], [-2.5247, 13.2468, 34.9262], [-0.6853, 11.5979, 31.6585], [-8.6757, 14.9516, 23.9453], [0.3109, 24.6481, 25.4543], [-7.6934, 25.2448, 34.0611], [-4.9168, 14.4368, 29.1535], [-4.7945, 17.4476, 34.2872], [-6.6239, 20.3986, 25.2758], [-5.2484, 19.4392, 39.1172], [-4.4437, 25.2575, 35.4807], [-5.4089, 19.6514, 24.7681], [-5.4753, 13.3302, 28.3075], [-6.9166, 17.1488, 26.8019], [-0.3614, 24.4300, 28.4931], [-0.8762, 14.1641, 25.4542], [3.8482, 16.5533, 23.8432], [2.7150, 23.0287, 30.0547], [-4.2995, 13.9160, 22.8177], [-7.4850, 18.8076, 28.3302], [-1.6515, 15.3835, 34.4826], [1.5827, 13.8039, 34.3687], [-3.7548, 12.3924, 34.9244], [0.3947, 23.4408, 26.4493], [-4.3463, 18.3783, 38.4722], [-4.9254, 21.6221, 21.4615], [-4.3578, 23.2833, 23.7591], [-8.6956, 21.7565, 33.8270], [-0.3698, 14.9587, 33.8395], [-1.4830, 11.8530, 28.8394], [-1.6167, 19.0608, 36.0940], [1.4812, 20.3278, 31.7881], [-3.5048, 11.8589, 23.7412], [-3.0035, 22.6219, 31.6312], [-10.1902, 23.4129, 29.8793], [2.2515, 9.7810, 28.8791], [-2.1170, 11.8917, 31.2049], [-4.8921, 12.7378, 32.9139], [-2.6222, 22.0768, 30.2686], [-7.0162, 18.9088, 20.8349], [-2.1426, 17.4831, 29.2758], [-2.5725, 18.1564, 36.9543], [2.1288, 10.5928, 31.0916], [-5.4758, 17.3094, 21.8653], [-7.9609, 22.7982, 29.9759], [-7.1617, 20.0609, 29.1863], [-4.8716, 17.7870, 23.1872], [2.4820, 13.8435, 29.5138], [-4.7061, 23.4717, 33.9359], [1.0230, 24.3763, 29.0686], [3.3811, 13.4758, 29.9975], [-5.1321, 24.7066, 36.2035], [-3.2169, 17.7247, 29.4990], [-3.5190, 23.4495, 24.4484], [4.2663, 15.1775, 26.6631], [-0.7101, 12.4946, 28.4081], [-7.3592, 19.1486, 21.8389], [-0.7553, 15.0417, 26.0796], [-0.5254, 18.5965, 31.8839], [-5.5760, 19.1875, 40.1249], [-8.6162, 25.9299, 34.2235], [-4.2990, 19.8746, 28.4083], [-4.8238, 24.2382, 23.5368], [-3.7854, 21.6116, 27.9813], [0.3916, 20.3591, 31.7984], [-2.9255, 13.8349, 25.6781], [1.9694, 12.9986, 35.0087], [2.0780, 14.7783, 34.5164], [2.8282, 23.5441, 31.0165], [-2.6119, 17.9223, 25.1986], [-4.8013, 17.4122, 38.1815], [-5.5139, 22.2454, 20.7969], [-5.7050, 13.1376, 33.4490], [-2.1533, 20.3521, 25.1890], [-4.7825, 16.3918, 34.4728], [-5.2026, 12.1351, 32.0728], [3.9983, 18.6862, 23.8358], [-9.0690, 14.3248, 23.1632], [-6.9390, 16.3242, 27.5195], [-3.8835, 17.4548, 27.2986], [-0.6402, 25.4275, 28.2461], [2.2403, 10.1153, 27.8047], [1.4760, 26.7749, 24.5157], [-1.6981, 18.1277, 21.3231], [-0.1570, 20.3079, 22.8674], [-7.9852, 15.6930, 23.5448], [-5.8863, 19.8429, 36.5548], [3.0902, 15.8158, 23.5066], [-8.1233, 22.2160, 30.9021], [-4.6806, 20.3339, 39.2635], [-8.9297, 21.6544, 24.4044], [1.1769, 24.9392, 30.0452], [0.5588, 19.8346, 35.2779], [1.7127, 13.8117, 30.3126], [-1.0812, 20.8772, 26.4163], [-3.4116, 25.0160, 35.7272], [0.1138, 19.3305, 29.8817], [0.7631, 27.8718, 25.7968], [-3.1049, 21.7025, 32.2311], [-0.2978, 27.0420, 24.5053], [-8.4458, 18.9215, 27.8494], [-1.9728, 17.8391, 37.8159], [1.8515, 14.7601, 27.1833], [0.0618, 12.2673, 31.2492], [-7.2385, 25.1155, 35.0295], [1.0520, 24.5153, 24.6230], [-1.6009, 15.7594, 30.2739], [-3.8741, 18.2368, 23.0048], [-4.1867, 17.5659, 33.3405], [-2.5727, 20.4397, 28.0976], [-2.1566, 23.0712, 32.1134], [-8.0844, 19.1782, 34.1293], [-7.9459, 17.2170, 26.4010], [-1.9569, 13.3389, 27.0592], [-7.9758, 19.7399, 32.5059], [-4.3073, 13.6320, 32.6435], [0.0155, 16.2642, 24.0218], [-4.2473, 15.1285, 28.6299], [1.7744, 20.0329, 24.1603], [-4.9654, 19.0462, 25.5710], [-2.6055, 12.1439, 23.2134], [-9.7004, 23.4992, 34.5738], [-0.6246, 18.2568, 19.8392], [2.9576, 17.0610, 27.4353], [-4.0226, 11.0645, 23.0969], [1.7904, 21.3136, 31.9898], [-7.6990, 18.1466, 20.4584], [5.4122, 15.1057, 25.3147], [-0.6349, 14.6037, 32.8595], [-7.4254, 19.6813, 25.3814], [2.8014, 16.1121, 33.0190], [-5.9305, 22.2357, 29.6512], [-7.7122, 23.7546, 30.3905], [-4.3758, 17.9357, 35.1767], [-7.5272, 20.5901, 37.0282], [-3.5748, 18.1462, 39.2215], [3.2839, 17.7447, 32.2453], [-6.5979, 23.0852, 28.3467], [-4.5724, 20.7217, 20.9036], [3.2045, 9.3017, 29.0512], [-1.7691, 18.4657, 33.2026], [-3.9342, 11.6483, 25.7580], [-11.0215, 23.5129, 29.1714], [-0.6259, 19.6040, 25.2219], [1.8132, 24.8942, 28.4702], [-5.7473, 12.0622, 25.9876], [-4.8099, 16.9482, 23.9173], [2.3572, 11.5237, 31.5925], [-7.1261, 19.8581, 20.2492], [-5.1946, 17.1582, 29.7836], [1.8015, 19.6563, 32.5672], [-2.2212, 19.2125, 31.7353], [-6.2014, 14.2654, 24.5301], [2.5526, 19.3831, 28.0858], [-6.4188, 20.8031, 26.2207], [-6.2400, 16.9164, 26.0183], [-3.8054, 14.8701, 23.0814], [-0.6873, 24.6484, 24.9607], [-2.2927, 13.4786, 35.9704], [-8.0530, 22.9648, 23.9397], [-1.3593, 19.5693, 20.6136], [-2.8204, 22.8366, 29.4605], [0.1324, 15.8766, 33.7826], [-6.1306, 19.9229, 29.4988], [-9.9876, 24.4062, 30.3176], [-4.7238, 16.6631, 21.4494], [-1.6775, 18.4117, 28.9838], [-1.2316, 17.2082, 25.9639], [0.8791, 19.3756, 27.4394], [-0.0688, 15.2997, 22.5295], [3.4494, 23.4974, 29.4377], [-5.4646, 22.0694, 32.4586], [-6.9704, 25.6912, 33.3442], [-1.6961, 12.8387, 34.4536], [-6.1702, 16.7874, 31.2004], [-9.3725, 21.1358, 34.3908], [-9.5026, 15.5177, 24.3745], [-6.9267, 12.7493, 24.0963], [1.3522, 17.0117, 26.5752], [-4.7640, 12.5129, 28.2189], [-8.0538, 23.1240, 35.3737], [2.9652, 22.0094, 30.1966], [-7.7700, 20.1001, 30.1075], [2.2708, 19.5006, 22.5698], [-0.3795, 18.5885, 23.4756], [-8.0759, 22.4595, 25.6877], [-0.4469, 17.1113, 30.3733], [-6.3170, 12.8528, 28.7082], [-0.9751, 24.1050, 29.3289], [-2.9919, 17.2810, 36.4193], [4.8949, 16.3525, 23.4028], [1.6650, 17.2213, 30.6165], [-5.0927, 22.6498, 24.2457], [1.3511, 18.2470, 35.0233], [3.6201, 17.9409, 22.3604], [-1.5511, 21.7638, 30.1809], [-2.2596, 11.6673, 28.0675], [-7.6971, 18.1032, 29.0928], [-3.3804, 15.9913, 26.6643], [-1.5196, 19.9247, 36.7352], [-4.5830, 20.3103, 24.3160], [1.4238, 23.2713, 26.8076], [-2.9001, 10.3046, 25.2222], [3.5592, 16.4291, 31.3610], [-4.5044, 16.2435, 31.1833], [-4.7848, 26.3009, 35.5416], [-5.4924, 19.3426, 32.6170], [0.0505, 18.8584, 33.9726], [0.9299, 14.6548, 23.8630], [-3.7715, 13.6178, 21.9108], [-1.8760, 16.3486, 34.0554], [0.8699, 8.7854, 31.3939], [-2.1378, 19.4173, 35.1444], [-4.2179, 13.9488, 29.8243], [-5.3315, 14.0872, 22.4632], [-5.8952, 21.2908, 37.3805], [2.1763, 13.0986, 28.7843], [1.8077, 13.4971, 33.2841], [2.9423, 9.8471, 31.3586], [-4.6465, 12.8970, 35.3208], [-0.7443, 11.5181, 32.7608], [-6.0582, 23.7023, 32.2870], [1.4274, 9.0810, 29.0364], [3.8424, 14.3178, 25.1278], [-3.7563, 22.9657, 34.0820], [-3.6009, 11.5071, 35.5539], [-2.7806, 11.0433, 31.2142], [0.6835, 20.8530, 29.2807], [0.9264, 9.9220, 32.7732], [-1.5736, 15.5076, 35.5476], [0.2179, 22.4992, 25.9267], [-7.2659, 12.5325, 26.7583], [-9.0207, 21.8623, 32.7887], [-5.5201, 19.7706, 34.2595], [0.1320, 13.6783, 25.5054], [-5.4621, 23.1224, 34.5772], [-2.5851, 12.6114, 31.8480], [-10.5682, 22.6791, 30.5810], [-5.6617, 21.2726, 22.2284], [-1.0481, 10.9306, 29.1727], [-6.4299, 16.8134, 22.0246], [0.6911, 15.2958, 28.4246]]
}